Entry 1:
Computed, not measured: a single C3H6 molecule, with the ωB97M-V functional and the def2-TZVPD basis.

The geometry in XYZ format:
```
9
Properties=species:S:1:pos:R:3:forces:R:3:mulliken_charge:R:1
C -0.881 0.570 0.650 -1.84 -1.52 -0.89 -0.916
C -0.158 -0.446 -0.258 1.19 1.29 0.87 0.018
C 1.155 -0.283 -0.477 -0.30 0.51 -0.06 -0.703
H -0.720 0.515 1.739 0.19 -0.25 -0.53 0.263
H -0.654 1.558 0.291 0.03 0.50 0.05 0.300
H -1.982 0.362 0.449 1.14 0.67 0.58 0.259
H -0.773 -1.186 -0.762 0.30 -0.12 0.12 0.307
H 1.700 0.586 -0.017 -0.58 -1.05 -0.35 0.207
H 1.727 -0.882 -1.184 -0.14 -0.03 0.21 0.266
```
Positions in Å, forces in eV/Å.

Computed properties:
Kohn-Sham gap (eV): 11.0
Relative energy (zero: lowest compared OMol25 entry of this formula, charge and spin) (kcal/mol): 5.1
DFT total energy (Ha): -117.8638
Molar mass (g/mol): 42.1
SMILES: C=CC
LUMO energy (eV): 1.34
HOMO (hartree): -0.3540
Strongest force on any atom (eV/A): 2.54

=====

Entry 2:
Computed, not measured: a molecular structure, C7H12O5, with the ωB97M-V functional and the def2-TZVPD basis.

The geometry in XYZ format:
```
24
Properties=species:S:1:pos:R:3:forces:R:3:mulliken_charge:R:1
O 1.703 -1.859 1.977 -2.06 1.25 -1.09 -0.147
C 1.006 -1.472 1.039 2.21 1.42 0.67 0.252
O 0.359 -2.356 0.201 0.65 1.13 -0.85 -0.125
C -0.105 -1.899 -0.950 -1.53 -1.25 0.19 -0.164
H 0.152 -2.520 -1.817 0.71 0.66 0.01 0.340
H -1.129 -1.501 -0.924 0.38 0.30 0.09 0.383
C 2.887 -2.680 2.080 1.35 -1.44 0.43 -0.535
H 2.970 -3.280 1.169 -0.08 -0.01 0.33 0.339
H 3.737 -2.003 2.196 -0.31 -0.01 -0.06 0.308
H 2.760 -3.277 2.986 0.03 0.00 -0.33 0.279
C -0.583 0.969 -1.668 2.50 0.68 -2.89 -0.603
C 0.676 0.522 -1.246 1.81 -0.13 1.80 -0.217
C -0.511 1.573 -0.121 -3.77 -1.62 2.32 -0.329
O -1.297 2.725 -0.060 2.44 0.33 -0.13 -0.335
C -2.608 2.534 0.157 -2.66 -1.04 -1.54 0.634
O -3.168 1.463 0.106 1.11 0.47 0.36 -0.487
O -3.187 3.708 0.210 0.53 0.55 0.05 -0.406
H -1.226 0.281 -2.220 -1.17 -0.02 1.65 0.401
H -0.445 1.844 -2.342 -0.32 -0.14 0.63 0.322
H 1.512 1.214 -1.381 0.01 -0.16 -0.39 0.393
H 1.332 -0.067 -0.001 -2.19 -1.44 -0.74 0.251
H 0.225 1.639 0.690 1.00 0.06 -1.08 0.564
H -1.100 0.727 0.296 -0.19 0.47 0.14 0.478
H -3.957 3.715 -0.376 -0.46 -0.06 0.44 0.405
```
Positions in Å, forces in eV/Å.

Computed properties:
Kohn-Sham gap (alpha / beta) (eV): 6.8 / 6.8
Net charge: +2
DFT total energy (Ha): -649.0635
Molar mass (g/mol): 176.2
LUMO energy (alpha / beta) (eV): -11.02 / -11.02
HOMO (alpha / beta) (hartree): -0.6532 / -0.6532
Strongest force on any atom (eV/A): 4.71

=====

Entry 3:
Computed, not measured: 11 unconnected molecules or ions with the total composition C25H60Cl8N4O7, with the ωB97M-V functional and the def2-TZVPD basis.

The geometry in XYZ format:
```
104
Properties=species:S:1:pos:R:3:forces:R:3:mulliken_charge:R:1
Cl 2.000 -1.529 6.219 0.33 1.14 1.13 -0.202
C 1.453 -2.564 4.952 -0.39 -0.59 -1.17 -0.501
C 0.737 -1.797 3.854 -0.69 0.65 -0.09 0.204
Cl 0.108 -2.884 2.628 0.21 -0.93 -0.71 -0.168
H 0.804 -3.317 5.400 0.11 -0.03 -0.25 0.406
H 2.354 -3.003 4.524 -0.24 -0.32 0.00 0.309
H 1.357 -1.050 3.359 0.27 -0.19 0.07 -0.075
H -0.197 -1.295 4.105 0.36 0.17 0.93 -0.009
Cl -3.102 0.941 -6.004 0.41 -0.54 0.09 -0.185
C -1.873 -0.359 -6.111 0.44 -1.65 0.09 -0.504
C -1.761 -1.258 -4.828 -0.83 1.48 -1.10 -0.246
Cl -1.127 -0.216 -3.556 0.25 0.06 0.70 -0.099
H -0.917 0.067 -6.413 -0.08 0.23 0.43 0.300
H -2.120 -1.050 -6.917 -0.48 0.25 -0.15 0.366
H -1.135 -2.146 -4.922 0.09 0.29 -0.32 0.041
H -2.774 -1.556 -4.557 0.10 -0.06 0.15 0.284
Cl -4.208 3.435 2.157 0.08 -0.34 0.14 -0.198
C -3.041 2.463 1.202 0.45 1.33 -1.52 0.317
C -3.136 3.001 -0.322 0.93 -0.13 3.03 -0.322
Cl -2.059 4.518 -0.425 -0.94 -1.16 -0.16 -0.220
H -3.219 1.397 1.341 -0.23 0.22 -0.13 -0.236
H -2.051 2.711 1.584 -0.17 -0.24 0.03 0.107
H -4.184 3.299 -0.378 0.31 -0.05 -1.05 0.509
H -2.716 2.224 -0.961 -0.36 0.46 -0.39 0.084
Cl 4.006 -3.031 -3.673 -0.21 -0.46 0.34 -0.242
C 2.656 -3.161 -2.423 1.96 0.03 -0.41 -0.215
C 1.402 -2.695 -3.085 -0.69 0.76 0.51 0.478
Cl 0.884 -3.834 -4.356 -0.27 -0.42 0.12 -0.232
H 3.144 -2.623 -1.610 -1.07 0.87 -0.06 -0.090
H 2.615 -4.169 -2.011 -0.24 -0.25 -0.72 0.477
H 1.401 -1.753 -3.632 0.83 0.08 0.41 -0.187
H 0.635 -2.549 -2.323 -0.25 -0.46 -0.06 -0.002
C 4.496 0.632 4.484 -1.03 -0.03 0.47 -1.169
C 4.514 0.151 3.066 0.51 1.77 -0.11 0.608
C 4.089 1.253 2.129 0.20 0.69 -1.24 -0.387
O 5.838 -0.218 2.780 0.62 -1.49 -0.88 -0.602
H 3.449 0.882 4.654 -0.06 -0.05 0.82 0.128
H 5.066 1.547 4.649 0.15 0.09 -0.39 0.407
H 4.891 -0.112 5.175 -0.37 -0.09 0.03 0.327
H 3.795 -0.640 2.854 0.55 -0.68 0.36 -0.007
H 4.221 0.952 1.090 -0.60 -0.56 0.01 -0.343
H 4.758 2.113 2.107 0.17 0.31 0.87 0.563
H 3.071 1.617 2.269 0.01 -0.14 0.07 0.047
H 6.417 0.546 2.838 -0.18 0.20 0.09 0.391
C -0.658 -0.338 -0.217 -0.43 0.78 1.16 -0.806
C 0.705 0.394 -0.407 -0.64 -0.08 -1.07 1.447
C 0.846 1.674 0.434 -1.01 -1.40 -0.04 -0.367
O 1.652 -0.607 -0.154 -0.19 -0.80 0.93 -0.274
H -0.691 -0.764 0.786 0.66 -0.66 0.00 0.035
H -0.994 -1.075 -0.946 0.74 -0.04 -0.05 0.306
H -1.542 0.279 -0.056 0.07 0.93 -0.67 -0.029
H 0.830 0.717 -1.441 -0.26 -0.07 -0.48 -0.411
H -0.048 2.263 0.231 0.10 0.31 0.06 0.063
H 1.738 2.263 0.220 0.04 -0.27 0.20 0.428
H 0.758 1.270 1.442 0.42 0.63 0.40 -0.473
H 2.549 -0.399 -0.426 0.30 0.59 -0.37 0.314
C -4.601 0.017 -1.385 0.24 -0.89 -0.71 -0.708
C -6.071 -0.448 -1.424 -0.18 2.74 0.74 0.494
C -6.594 -1.162 -2.630 -0.29 -1.84 -0.30 -1.591
O -6.363 -0.992 -0.150 -0.20 -1.00 0.27 -0.648
H -3.920 -0.831 -1.317 -0.08 -0.39 -0.18 0.250
H -4.289 0.616 -0.529 -0.81 0.17 0.04 -0.104
H -4.325 0.538 -2.302 -0.09 0.12 -0.06 0.486
H -6.696 0.445 -1.441 0.26 0.63 -0.11 0.169
H -6.655 -0.505 -3.497 0.41 -0.10 0.01 0.384
H -7.599 -1.562 -2.494 -0.44 0.67 0.51 0.409
H -6.136 -2.126 -2.852 0.92 0.24 -0.31 0.357
H -7.097 -0.550 0.281 -0.09 0.23 -0.38 0.256
O -2.147 0.937 3.555 0.87 0.97 0.40 -0.483
C -1.442 1.370 4.478 -0.28 -1.69 -1.94 0.346
N -1.908 1.443 5.698 -1.25 0.65 2.43 -0.407
C -0.002 1.670 4.355 1.39 0.21 -0.49 -0.270
H -1.295 1.563 6.492 -0.30 0.33 -0.21 0.182
H -2.901 1.601 5.791 0.09 -0.49 0.31 0.284
H 0.619 0.826 4.655 -0.21 -0.48 -0.38 -0.018
H 0.400 2.421 5.035 -0.52 0.51 -0.17 0.528
H 0.185 1.927 3.312 0.31 0.00 0.20 -0.084
O 4.037 3.057 -4.303 1.03 0.03 0.55 -0.632
C 2.976 2.613 -4.687 1.43 -1.19 1.06 0.396
N 2.284 3.292 -5.593 -1.69 0.01 -0.80 -0.419
C 2.537 1.217 -4.259 -0.93 0.02 0.11 0.144
H 1.283 3.183 -5.511 0.04 0.32 -0.65 0.231
H 2.712 4.150 -5.910 -0.40 0.07 0.23 0.260
H 2.626 1.041 -3.187 0.55 0.27 -0.01 -0.303
H 3.129 0.469 -4.788 0.20 0.15 0.03 0.339
H 1.493 0.975 -4.457 -0.16 0.24 -0.38 -0.047
O -4.734 -4.162 3.092 0.25 0.64 -0.38 -0.694
C -4.771 -3.129 2.421 1.62 -0.98 1.33 0.316
N -5.888 -2.820 1.750 -1.16 -0.26 -0.10 -0.217
C -3.588 -2.149 2.316 -0.53 0.77 -0.78 -0.350
H -6.121 -2.040 1.151 0.98 -0.14 0.03 0.389
H -6.602 -3.530 1.824 0.13 0.03 0.09 0.202
H -2.658 -2.183 2.884 -0.67 -0.91 0.74 0.207
H -4.013 -1.160 2.491 0.12 0.25 -0.10 0.164
H -3.185 -2.145 1.304 -0.40 0.00 -0.40 0.162
O 4.066 -0.081 -1.239 -0.84 0.84 0.28 -0.672
C 5.228 0.308 -1.131 -1.64 0.19 -1.15 0.773
N 6.129 -0.620 -0.968 3.04 -1.61 0.57 -0.362
C 5.686 1.726 -1.308 0.72 -0.03 0.01 -1.014
H 5.877 -1.581 -0.786 -0.40 0.27 -0.20 0.198
H 7.124 -0.474 -1.064 -0.26 0.32 0.19 0.185
H 6.773 1.710 -1.382 0.08 0.20 0.01 0.434
H 5.441 2.343 -0.444 -0.25 -0.08 -0.06 0.189
H 5.306 2.175 -2.226 -0.33 -0.11 0.09 0.150
```
Positions in Å, forces in eV/Å.

Computed properties:
Kohn-Sham gap (eV): 9.3
DFT total energy (Ha): -5415.7975
Molar mass (g/mol): 812.4
SMILES: CC(N)=O.CC(N)=O.CC(N)=O.CC(N)=O.CC(C)O.CC(C)O.CC(C)O.ClCCCl.ClCCCl.ClCCCl.ClCCCl
LUMO energy (eV): 0.37
HOMO (hartree): -0.3277
Strongest force on any atom (eV/A): 3.48

=====

Entry 4:
Computed, not measured: a molecular structure, C36H56BIN2P2Te2Ti, with the ωB97M-V functional and the def2-TZVPD basis.

The geometry in XYZ format:
```
101
Properties=species:S:1:pos:R:3:forces:R:3:lowdin_spin:R:1
Ti 0.193 -0.713 -1.969 0.47 1.14 -1.32 0.980
C -4.610 2.217 -2.213 0.15 -0.02 -0.02 0.000
C -4.313 2.701 -0.787 0.18 -0.21 -0.08 0.000
C -5.549 2.410 0.066 0.05 0.07 0.00 0.000
C -4.049 4.207 -0.894 0.07 -0.10 0.02 0.000
P -2.684 1.802 -0.312 -0.08 0.14 0.46 0.002
C -3.367 0.130 0.130 0.22 -0.15 -0.33 0.000
N -2.314 -0.849 0.380 0.12 0.22 0.03 0.001
B -0.971 -1.031 -0.214 -0.92 -0.06 1.66 0.002
N -0.329 -1.973 0.697 -0.22 -0.04 -0.09 0.006
C 1.123 -2.145 0.793 0.13 0.60 0.11 0.017
P 2.002 -0.519 1.311 0.01 -0.36 0.03 0.064
C 2.635 -1.003 3.058 -0.06 0.01 -0.20 0.004
C 1.530 -1.482 4.001 0.10 0.03 0.02 0.002
C 3.711 -2.089 2.954 -0.04 0.08 0.15 0.003
C 3.267 0.236 3.688 -0.06 -0.03 -0.11 -0.001
C 3.913 1.860 0.413 0.61 0.92 -0.16 0.573
C 3.462 2.243 -0.956 -0.20 -0.26 0.12 0.068
C 5.305 1.327 0.516 -0.16 -0.20 0.07 0.072
C 3.423 2.776 1.497 -0.10 -0.23 0.01 0.068
C -1.212 -2.366 1.668 -0.10 -0.17 0.05 0.000
C -1.102 -3.309 2.681 0.01 0.01 0.00 0.003
C -2.169 -3.484 3.559 -0.06 -0.06 0.07 0.001
C -3.339 -2.754 3.414 -0.07 -0.04 0.06 0.002
C -3.488 -1.850 2.362 -0.01 -0.01 0.01 0.001
C -2.431 -1.667 1.484 0.00 -0.12 0.14 -0.001
C -2.197 2.479 1.423 -0.06 0.17 -0.13 0.000
C -3.307 3.129 2.253 0.11 0.02 -0.03 0.000
C -1.562 1.416 2.319 0.08 -0.06 -0.10 -0.001
C -1.108 3.513 1.101 -0.04 0.00 0.03 0.000
H -5.533 2.683 -2.581 0.00 0.00 0.04 0.000
H -4.725 1.135 -2.266 -0.02 -0.04 -0.05 0.000
H -3.793 2.486 -2.882 0.05 -0.07 -0.10 0.000
H -6.402 2.962 -0.346 -0.03 -0.02 -0.02 0.000
H -5.433 2.707 1.105 -0.08 -0.02 -0.09 0.000
H -5.797 1.347 0.034 -0.03 0.00 0.03 0.000
H -4.882 4.688 -1.418 -0.02 -0.01 0.00 0.000
H -3.141 4.378 -1.477 0.00 0.07 -0.01 0.000
H -3.934 4.697 0.072 0.01 0.03 -0.08 0.000
H -4.002 -0.208 -0.697 -0.05 0.09 0.05 0.000
H -3.986 0.238 1.025 0.02 -0.11 -0.09 0.000
H 1.502 -2.410 -0.201 -0.10 -0.18 0.09 0.002
H 1.371 -2.970 1.464 -0.03 -0.07 -0.07 0.001
H 1.165 -2.469 3.726 -0.05 -0.01 -0.02 0.000
H 0.681 -0.796 3.995 -0.01 0.00 -0.02 0.000
H 1.916 -1.548 5.029 -0.01 -0.06 0.03 0.001
H 3.309 -2.993 2.493 0.04 -0.03 -0.01 0.000
H 4.097 -2.354 3.951 0.01 -0.05 0.01 0.000
H 4.540 -1.736 2.338 0.01 -0.02 -0.02 0.001
H 2.516 1.015 3.844 0.01 0.02 0.00 0.000
H 4.047 0.641 3.045 0.04 0.03 0.03 0.000
H 3.710 -0.014 4.661 0.01 -0.01 0.01 0.000
H 3.909 1.590 -1.705 -0.02 -0.01 -0.12 0.000
H 3.739 3.280 -1.210 0.05 -0.01 0.07 0.026
H 2.374 2.184 -1.046 -0.02 -0.01 -0.06 0.011
H 5.479 0.575 -0.257 0.04 -0.03 0.02 0.004
H 5.483 0.854 1.484 0.06 0.00 -0.01 0.006
H 6.070 2.117 0.391 -0.05 0.04 -0.01 0.030
H 2.478 2.410 1.914 -0.03 0.05 0.01 0.017
H 3.230 3.785 1.105 0.03 0.00 -0.01 0.017
H 4.141 2.862 2.316 -0.03 -0.02 0.04 0.002
H -0.210 -3.910 2.792 0.06 0.07 -0.01 0.000
H -2.082 -4.203 4.365 0.01 0.00 -0.01 0.000
H -4.154 -2.891 4.117 0.00 -0.02 -0.01 0.000
H -4.416 -1.303 2.247 0.02 -0.05 -0.01 0.000
H -4.078 2.403 2.517 0.03 0.02 0.06 0.000
H -3.770 3.977 1.753 -0.06 -0.04 0.11 0.000
H -2.869 3.498 3.187 0.01 -0.02 0.02 0.000
H -2.274 0.653 2.639 0.02 0.01 -0.03 0.000
H -1.186 1.915 3.221 -0.02 0.01 0.01 0.000
H -0.703 0.935 1.853 0.06 -0.17 -0.06 -0.001
H -1.453 4.254 0.374 0.07 0.03 0.03 0.000
H -0.236 3.000 0.691 0.01 0.07 -0.09 0.000
H -0.790 4.034 2.011 -0.03 0.02 0.04 0.000
I 2.968 -0.804 -3.013 -0.30 -0.76 0.27 0.003
C 2.729 -2.919 -3.202 0.65 0.54 -0.32 0.007
C 3.826 -3.609 -3.653 -0.29 0.40 0.25 0.001
C 3.716 -4.989 -3.878 -0.18 -0.37 0.00 0.000
C 2.515 -5.611 -3.674 0.24 -0.07 -0.10 0.000
C 1.380 -4.903 -3.217 0.12 0.44 0.02 -0.001
C 0.148 -5.551 -3.031 -0.30 -0.07 0.06 0.000
C -0.936 -4.847 -2.568 0.15 -0.39 -0.05 0.002
C -0.828 -3.485 -2.272 0.45 0.19 0.08 0.012
C 0.346 -2.754 -2.450 -0.19 -1.18 -0.11 0.011
C 1.464 -3.492 -2.942 -0.12 -0.45 0.00 0.001
H 4.761 -3.092 -3.823 0.01 -0.02 -0.03 0.000
H 4.582 -5.546 -4.215 -0.03 -0.02 -0.02 0.000
H 2.410 -6.673 -3.870 0.01 -0.01 0.02 0.000
H 0.072 -6.608 -3.264 0.01 -0.01 0.02 0.000
H -1.885 -5.355 -2.429 0.00 0.02 0.01 0.000
H -1.710 -2.976 -1.902 0.00 0.02 -0.06 0.003
C 1.010 1.592 -4.992 0.05 0.07 -0.07 0.004
Te 0.011 1.962 -3.104 -0.17 1.47 -0.92 0.016
C 1.159 3.945 -3.186 0.39 -0.13 0.38 0.002
H 0.442 2.040 -5.808 -0.10 0.06 0.12 0.000
H 1.081 0.524 -5.171 -0.13 -0.01 0.13 0.000
H 2.011 2.027 -4.970 -0.03 0.05 0.11 0.000
H 2.244 3.833 -3.259 0.01 -0.04 0.01 0.000
H 0.938 4.528 -2.288 -0.05 -0.08 0.03 0.000
H 0.808 4.511 -4.053 -0.13 -0.18 -0.05 0.000
Te -1.635 -0.456 -3.858 -0.14 -0.24 0.05 -0.045
```
Positions in Å, forces in eV/Å.

Computed properties:
Kohn-Sham gap (alpha / beta) (eV): 4.1 / 4.2
Relative energy (zero: lowest compared OMol25 entry of this formula, charge and spin) (kcal/mol): 85.5
Net charge: -2
2S+1: 3
DFT total energy (Ha): -3905.5505
Molar mass (g/mol): 1019.6
LUMO energy (alpha / beta) (eV): 3.91 / 3.91
HOMO (alpha / beta) (hartree): -0.0086 / -0.0107
Strongest force on any atom (eV/A): 1.90